Entry from OMol25: 2 unconnected molecules or ions with the total composition C7H19BN2O4P at a distorted geometry (ωB97M-V with the def2-TZVPD basis set).

For the HOMO-LUMO gap, the calculation gives 6.0 eV. The charge is -1. As for the spin multiplicity: 1. The LUMO energy comes out at 2.67 eV. For the HOMO energy, the calculation gives -3.331 eV.

Each line ends with the natural charge from an NBO analysis.
CARTESIAN COORDINATES (ANGSTROEM)
C1 -0.718 3.679 -3.479  -0.696
C2 -2.053 3.174 -2.994  0.310
C3 -3.251 3.772 -3.726  -0.669
N1 -2.236 2.302 -2.109  -0.647
B1 -1.253 2.304 -0.884  -0.387
P1 -0.197 0.642 -0.885  1.976
N2 1.310 0.808 -0.461  -1.362
O1 -0.284 -0.018 -2.410  -1.009
O2 -0.968 -0.474 0.099  -1.020
H1 -0.679 3.499 -4.556  0.197
H2 -0.623 4.757 -3.354  0.200
H3 0.122 3.163 -3.033  0.246
H4 -3.152 4.855 -3.751  0.196
H5 -4.154 3.470 -3.215  0.219
H6 -3.273 3.374 -4.745  0.193
H7 -0.518 3.258 -0.827  -0.036
H8 -1.946 2.215 0.117  -0.039
H9 1.435 0.201 0.354  0.369
H10 -1.217 -0.091 -2.674  0.477
H11 -1.923 -0.434 -0.068  0.481
O3 2.229 -1.551 0.836  -0.534
C4 1.896 -2.225 1.763  0.795
O4 2.477 -2.023 2.975  -0.515
C5 2.016 -2.645 4.169  -0.066
C6 2.600 -4.033 4.344  -0.635
C7 0.894 -3.342 1.592  -0.748
H12 0.926 -2.646 4.209  0.175
H13 2.357 -2.000 4.978  0.191
H14 2.294 -4.701 3.539  0.208
H15 2.280 -4.467 5.293  0.207
H16 3.689 -3.986 4.329  0.215
H17 1.410 -4.223 1.210  0.231
H18 0.158 -3.013 0.861  0.272
H19 0.354 -3.605 2.500  0.204

Entry from OMol25: 3 unconnected molecules or ions with the total composition C7H19Cl3O8P2 at a distorted geometry (ωB97M-V with the def2-TZVPD basis set).

As for the SMILES: COP(=O)(OC)OC.COP(=O)(OC)OC.ClC(Cl)Cl. For the HOMO-LUMO gap, the calculation gives 11.2 eV. The charge is 0. As for the spin multiplicity: 1. The LUMO energy comes out at 0.58 eV. For the HOMO energy, the calculation gives -10.640 eV. For the energy above the lowest of the compared OMol25 structures with the same formula, charge and spin, the calculation gives 13.81 kJ/mol.

Each line ends with the natural charge from an NBO analysis.
CARTESIAN COORDINATES (ANGSTROEM)
C1 0.896 4.454 -2.091  -0.249
O1 -0.218 4.044 -1.260  -0.811
P1 -0.479 2.485 -1.025  2.565
O2 0.686 1.576 -1.017  -1.119
O3 -1.360 2.430 0.296  -0.823
C2 -0.693 2.291 1.562  -0.247
O4 -1.528 2.163 -2.181  -0.804
C3 -2.140 0.867 -2.096  -0.265
H1 0.548 5.384 -2.526  0.200
H2 1.131 3.690 -2.837  0.193
H3 1.809 4.514 -1.497  0.192
H4 -1.077 1.445 2.120  0.210
H5 -0.969 3.148 2.185  0.177
H6 0.381 2.261 1.411  0.203
H7 -2.775 0.791 -2.980  0.195
H8 -2.739 0.735 -1.197  0.192
H9 -1.371 0.096 -2.161  0.189
C4 -1.904 -1.904 1.134  -0.241
O5 -0.595 -2.420 1.190  -0.808
P2 0.587 -1.764 2.005  2.587
O6 0.406 -0.389 2.491  -1.128
O7 1.846 -2.027 1.094  -0.814
C5 2.600 -0.985 0.475  -0.241
O8 0.799 -2.835 3.180  -0.810
C6 1.032 -2.397 4.504  -0.246
H10 -2.047 -1.155 1.912  0.194
H11 -2.655 -2.691 1.180  0.191
H12 -2.112 -1.406 0.182  0.176
H13 2.502 -1.041 -0.607  0.187
H14 3.642 -1.133 0.759  0.182
H15 2.311 0.011 0.808  0.213
H16 1.157 -3.297 5.118  0.190
H17 0.215 -1.789 4.891  0.191
H18 2.006 -1.904 4.622  0.181
Cl1 1.230 -1.987 -2.898  0.029
C7 -0.038 -2.571 -3.959  -0.290
Cl2 -0.974 -3.837 -3.156  0.014
Cl3 0.615 -3.102 -5.508  0.025
H19 -0.726 -1.752 -4.121  0.223

Entry from OMol25: a molecular structure, C7H19N2O2P at a distorted geometry (ωB97M-V with the def2-TZVPD basis set).

For the HOMO-LUMO gap (spin up / spin down), the calculation gives 8.6 / 8.6 eV. The charge is 0. As for the spin multiplicity: 1. The LUMO energy (spin up / spin down) comes out at 0.28 / 0.28 eV. For the HOMO energy (spin up / spin down), the calculation gives -8.268 / -8.266 eV. For the energy above the lowest of the compared OMol25 structures with the same formula, charge and spin, the calculation gives 354.19 kJ/mol.

Each line ends with the natural charge from an NBO analysis.
CARTESIAN COORDINATES (ANGSTROEM)
C1 -0.444 -0.725 -3.168  -0.614
C2 0.967 -2.397 -0.295  -0.434
C3 -1.925 0.179 3.435  -0.279
C4 2.532 0.883 -1.053  -1.036
C5 -1.251 -0.056 -2.020  -0.254
C6 -1.020 1.109 1.657  -0.137
C7 0.428 1.050 2.095  -0.138
N1 1.059 -1.208 0.586  -1.047
N2 -0.591 1.085 -1.525  -0.813
O1 -1.981 1.381 2.675  -0.507
O2 1.197 1.404 0.900  -0.804
P1 1.135 0.188 -0.140  2.012
H1 -0.766 -1.725 -3.234  0.203
H2 -0.565 -0.161 -4.195  0.207
H3 0.646 -0.542 -2.727  0.180
H4 1.941 -2.642 -0.883  0.185
H5 0.139 -2.343 -1.057  0.185
H6 0.645 -3.144 0.469  0.212
H7 -1.996 -0.768 2.914  0.174
H8 -2.812 0.267 3.965  0.189
H9 -1.218 0.104 4.202  0.171
H10 3.101 0.241 -1.779  0.250
H11 2.199 1.593 -1.728  0.247
H12 3.251 1.383 -0.309  0.268
H13 -2.139 0.185 -2.502  0.187
H14 -1.564 -0.875 -1.336  0.187
H15 -1.315 0.151 1.076  0.183
H16 -1.287 1.913 0.890  0.238
H17 0.836 -0.002 2.484  0.227
H18 0.858 1.817 2.749  0.213
H19 -0.063 1.657 -2.147  0.348

Table of total energy (eV), in record order: -28704.6126 -80096.5244 -23926.0850